Entry 1:
Here is a molecular structure, C10H20MgN2O6 at a distorted geometry from the OMol25 dataset. Energies are from wB97M-V/def2-TZVPD.

Geometry as XYZ:
```
39
Properties=species:S:1:pos:R:3:forces:R:3:lowdin_charge:R:1
Mg 14.68673 -21.75420 2.26887 0.2 0.3 -0.4 0.5548
O 15.88439 -22.01467 3.90927 -0.4 1.0 -0.1 0.0142
O 15.44896 -22.44719 0.58917 6.4 -12.4 -4.1 -0.1160
O 13.57687 -23.22355 2.80034 -0.3 -0.8 0.3 0.0067
O 13.60631 -20.41693 3.37179 0.3 0.2 0.3 0.0654
O 13.95852 -21.24579 0.49418 -14.4 2.0 -6.1 -0.1195
O 15.61421 -20.58505 1.04179 10.2 11.6 2.1 -0.1386
N 18.08530 -22.28138 4.03080 -0.5 0.2 0.2 0.0296
N 12.20543 -24.65344 1.82875 -1.7 -1.0 -0.9 0.0491
C 13.68154 -25.47902 3.58575 0.4 -0.6 -0.4 0.0260
C 11.58140 -23.70674 0.91074 0.1 0.3 -0.6 -0.0274
C 17.15742 -20.50159 5.38810 -0.4 0.3 -0.8 0.0309
C 11.58673 -19.22205 3.60418 -0.3 0.4 0.7 0.0023
C 15.13839 -21.33075 0.18158 -2.1 -1.3 8.5 -0.8608
C 13.08077 -19.40869 3.77454 -0.7 -0.3 -0.5 -0.4038
C 13.82987 -18.27292 4.43531 0.0 0.5 -0.8 0.0051
C 13.15310 -24.38262 2.68047 1.3 1.4 1.7 -0.4774
C 16.95844 -21.59401 4.33379 1.5 -2.2 1.3 -0.4570
C 18.19349 -23.31106 2.98220 0.4 0.6 -0.1 -0.0295
H 18.20008 -20.21846 5.53228 0.0 0.1 -0.5 0.0778
H 11.31866 -18.35392 3.00202 0.4 0.1 -0.1 0.0925
H 13.92374 -18.30917 5.52066 -0.3 -0.3 0.0 0.0939
H 12.20259 -23.58500 0.02339 0.2 0.3 0.2 0.0971
H 14.82631 -18.15882 4.00846 0.0 -0.4 0.0 0.0881
H 11.83440 -25.59136 1.77620 0.3 0.1 0.2 0.1487
H 17.34763 -23.98212 2.83289 -0.2 0.4 0.6 0.0866
H 11.39901 -22.72266 1.34250 0.4 -0.2 0.2 0.0912
H 19.06994 -23.90954 3.23068 0.0 0.0 -0.2 0.0815
H 18.91465 -22.03381 4.55136 -0.1 0.0 -0.4 0.1306
H 14.31261 -26.12571 2.97613 -0.4 -0.5 -0.3 0.0894
H 18.32469 -22.78063 2.03904 0.1 -0.3 -0.2 0.0969
H 16.80082 -20.68048 6.40247 -0.5 -0.6 -0.3 0.0891
H 14.40979 -25.20725 4.34987 -0.5 0.9 0.0 0.0864
H 12.87165 -26.04088 4.05101 0.1 -0.1 -0.2 0.0828
H 10.62227 -24.09384 0.56673 0.0 -0.3 0.3 0.0827
H 11.23026 -18.98771 4.60723 -0.3 0.1 0.2 0.0865
H 10.98885 -20.05606 3.23668 0.7 -0.2 -0.1 0.0867
H 16.58169 -19.68888 4.94523 0.2 0.4 0.4 0.0746
H 13.28683 -17.37527 4.13963 0.0 0.2 0.4 0.0826
```
Forces are in eV/Å.

Calculated values
Frontier orbital gap = 5.30 eV
E_LUMO = 0.45 eV
Strongest force on any atom = 15.78 eV/A
Total charge = 0



Entry 2:
Here is a gas-phase ion, C6H10NO (charge +1) at a distorted geometry from the OMol25 dataset. Energies are from wB97M-V/def2-TZVPD.

Geometry as XYZ:
```
18
Properties=species:S:1:pos:R:3:forces:R:3:lowdin_charge:R:1
O -1.99192 -0.08854 1.55492 -0.2 -0.3 0.0 0.1343
N -0.23490 -1.07559 -0.53952 0.7 1.2 2.8 0.0986
C 1.35857 -0.20049 1.41231 0.1 -0.1 0.2 0.0049
C 0.45780 1.04978 -0.67575 0.0 0.2 -0.2 -0.0332
C -1.28424 -0.61672 -1.41066 -0.6 0.2 -0.5 -0.0094
C 0.18819 0.23598 0.60203 -0.6 -2.1 -1.9 -0.2450
C 0.08844 -0.10288 -1.59294 0.3 0.6 -0.5 -0.1476
C -1.02591 0.59103 1.41519 0.2 0.4 0.1 -0.2004
H -0.16661 1.93355 -0.79256 0.0 0.0 0.0 0.1365
H 1.07357 -0.93650 2.16271 0.0 0.0 0.0 0.1100
H -0.90548 1.58772 1.88377 -0.1 0.0 0.1 0.1606
H 2.14992 -0.60656 0.78508 0.0 0.1 -0.1 0.1075
H 0.68162 -0.36754 -2.45678 -0.1 -0.1 0.0 0.1629
H -1.64598 -1.35368 -2.11622 0.2 0.0 0.0 0.1448
H 0.05702 -2.03999 -0.43687 0.0 -0.1 -0.2 0.1902
H 1.50468 1.33673 -0.75932 0.0 0.0 0.0 0.1338
H -2.06632 -0.01306 -0.97166 0.1 0.0 0.1 0.1330
H 1.76154 0.66675 1.93626 0.0 0.1 0.0 0.1183
```
Forces are in eV/Å.

Calculated values
Frontier orbital gap = 11.14 eV
E_LUMO = -3.53 eV
Strongest force on any atom = 3.11 eV/A
SMILES = C[C@@]1(C=O)C[C@@H]2C[N@@H+]21
Total charge = +1



Entry 3:
Here is C23H21N3O4 in the gas phase at a distorted geometry from the OMol25 dataset. Energies are from wB97M-V/def2-TZVPD.

Geometry as XYZ:
```
51
Properties=species:S:1:pos:R:3:forces:R:3:lowdin_charge:R:1
O -8.03231 -1.80071 -0.12448 0.2 0.3 0.1 -0.0976
O 9.20567 -1.53588 -0.79976 0.1 0.0 0.0 0.0685
O 5.56952 -2.11817 2.18830 -0.1 0.0 0.1 0.0733
O 3.22164 3.56426 -0.62706 -0.1 0.0 0.1 0.0701
N 3.46008 1.41035 -0.11926 1.2 -0.1 -0.4 0.0556
N -3.09172 0.72478 0.20618 0.5 0.3 0.0 -0.0847
N 3.04017 0.26068 0.43568 -0.5 -0.2 0.4 0.0484
C -0.79579 3.55883 0.62886 0.0 -0.1 0.0 -0.0099
C 3.82098 -0.73283 0.58693 -0.1 0.0 0.1 -0.0889
C 7.05413 -0.61691 -1.36653 0.2 0.0 -0.1 -0.0249
C 2.68410 2.52765 -0.28385 0.1 0.1 0.0 -0.4200
C 1.22534 2.41214 -0.04618 -0.3 0.0 0.0 -0.1307
C -6.70257 0.06956 0.37067 -0.1 -0.3 -0.1 -0.0078
C 5.73371 -0.41574 -1.01459 0.1 -0.2 0.2 -0.0369
C -4.29890 0.08328 0.10511 -0.2 -0.2 0.0 -0.2320
C 7.89970 -1.31554 -0.51265 -0.4 0.1 0.0 -0.3160
C -6.77562 -1.24869 -0.07370 0.0 0.0 0.0 -0.2869
C 5.21689 -0.89920 0.18613 0.3 0.0 0.1 -0.1471
C 0.56799 3.56036 0.39527 0.1 0.0 0.0 -0.0086
C -4.38405 -1.23977 -0.33496 0.2 0.2 0.0 -0.0241
C 0.50544 1.24322 -0.28900 -0.1 0.1 0.0 0.0325
C -1.50118 2.39294 0.40007 0.2 -0.3 -0.1 -0.1471
C 7.40047 -1.82573 0.68109 0.2 0.0 -0.1 0.0529
C -0.85419 1.25148 -0.05992 -0.3 0.3 0.1 -0.1379
C -5.49421 0.72348 0.45970 0.0 0.0 0.0 -0.0207
C 6.07508 -1.63147 1.02843 0.1 0.3 -0.4 -0.2640
C -2.96323 2.12323 0.56023 -0.3 0.2 0.1 -0.1025
C -8.15233 -3.12768 -0.56403 0.0 -0.2 -0.1 -0.1046
C -1.84320 0.14297 -0.24199 0.0 -0.4 -0.1 -0.1021
C -5.59958 -1.89573 -0.42378 -0.4 -0.1 0.0 -0.0290
H 3.38101 -1.56044 1.12762 -0.1 -0.1 0.0 0.1188
H -9.21633 -3.35782 -0.52592 0.1 0.0 0.0 0.0906
H -1.57513 -0.73500 0.36170 0.0 0.0 -0.1 0.1339
H 5.08078 0.08439 -1.71449 -0.1 0.1 0.0 0.1186
H 9.42985 -1.13523 -1.64858 -0.1 0.0 0.1 0.1118
H -7.61053 -3.82121 0.08890 0.0 0.0 0.0 0.0934
H 4.45765 1.56143 -0.28441 -0.3 0.0 0.0 0.1454
H -5.60691 -2.91753 -0.77063 0.0 -0.1 0.0 0.1017
H 7.42821 -0.23642 -2.30660 0.0 0.0 -0.1 0.1138
H 8.06691 -2.37784 1.32774 0.1 -0.1 0.1 0.1285
H -7.61812 0.56981 0.64485 -0.1 0.1 0.0 0.1175
H 0.99729 0.35596 -0.65189 0.0 0.0 0.0 0.1103
H -1.29574 4.44972 0.97789 0.0 0.1 0.0 0.1150
H 6.25677 -2.59485 2.66997 -0.1 0.1 -0.1 0.1164
H -1.89713 -0.17214 -1.29520 0.0 -0.1 0.1 0.1341
H -5.48188 1.74234 0.81176 0.0 0.1 0.0 0.0968
H -3.29365 2.30319 1.59287 0.0 0.1 -0.1 0.1343
H -3.55975 2.76777 -0.10330 0.0 0.0 0.1 0.1349
H -3.49214 -1.77829 -0.61293 0.1 0.0 0.0 0.0959
H -7.79494 -3.24745 -1.59302 0.0 0.0 0.0 0.0934
H 1.15175 4.45450 0.55272 0.1 0.1 0.0 0.1175
```
Forces are in eV/Å.

Calculated values
Frontier orbital gap = 7.60 eV
E_LUMO = 0.48 eV
Strongest force on any atom = 1.23 eV/A
SMILES = COc1ccc(N2Cc3ccc(C(=O)N/N=C\c4ccc(O)cc4O)cc3C2)cc1
Total charge = 0



Entry 4:
Here is a molecular structure, C37H53N8O4SSc at a distorted geometry from the OMol25 dataset. Energies are from wB97M-V/def2-TZVPD.

Geometry as XYZ:
```
104
Properties=species:S:1:pos:R:3:forces:R:3:lowdin_charge:R:1
Sc -14.68319 5.52278 13.58799 0.4 1.1 0.2 1.1754
S -12.63159 12.28304 11.28847 0.2 3.4 -2.7 0.4314
O -13.98639 12.76426 10.96924 0.2 -0.5 0.2 -0.3420
O -11.94820 11.72831 10.10807 -0.1 0.1 1.5 -0.3602
O -11.90543 13.30661 12.06275 -0.4 -2.3 -0.2 -0.3410
O -14.64667 2.92478 7.71772 0.2 1.8 1.1 0.0503
N -18.18465 7.40872 13.72648 -1.1 -0.8 0.2 0.0456
N -15.29080 7.79993 14.04191 -0.7 0.1 0.8 -0.0234
N -12.86737 5.94430 14.52374 0.2 0.2 -0.2 -0.0936
N -15.48298 5.51975 11.45042 -0.3 0.5 -0.9 -0.0465
N -13.74300 5.02151 7.40094 -1.0 -1.2 1.1 -0.0671
N -13.82246 3.51383 13.35061 0.9 0.9 0.8 -0.0453
N -18.13986 8.43094 18.14275 -1.0 0.0 0.3 0.2299
N -15.72854 5.01140 15.66923 -0.8 -0.1 0.5 0.0229
C -14.59215 8.96583 13.43010 -0.1 -0.7 0.0 -0.2955
C -13.37707 11.01684 13.58832 -0.2 0.4 -0.6 -0.0294
C -19.09412 7.45408 16.06789 -0.3 -0.3 0.2 -0.0994
C -13.40129 1.23255 10.46074 -0.3 -0.3 -0.2 -0.0192
C -18.22374 5.26095 15.14539 0.3 0.6 0.1 -0.0783
C -17.33122 4.24555 10.51902 0.7 0.0 -0.6 0.0141
C -12.18206 4.71242 14.62944 0.6 0.2 1.0 -0.3020
C -10.60821 2.52375 11.16455 -0.2 0.3 -0.6 -0.0645
C -12.64379 3.51239 13.99223 -1.1 1.0 -0.1 -0.0315
C -14.11578 10.03256 14.23644 -0.7 -1.1 -1.0 -0.0572
C -15.24949 1.67122 12.53495 0.2 -0.1 0.3 -0.1864
C -13.19820 10.90962 12.18650 0.9 -1.5 1.3 -0.2524
C -16.76815 5.10789 11.46358 -0.3 -0.9 -0.1 -0.1433
C -14.11791 2.48720 12.40093 0.8 -0.6 -0.7 -0.1905
C -17.13543 5.21674 16.27238 0.0 -0.4 -0.4 -0.2547
C -17.81332 7.66756 16.87156 0.3 -0.4 -0.1 -0.2732
C -12.00415 3.20998 11.04559 0.4 -0.2 -0.3 -0.1898
C -13.82053 6.48230 7.44242 0.5 0.0 0.3 -0.1837
C -12.53507 7.09821 8.06692 -0.7 0.5 -0.5 -0.0533
C -13.19486 2.29516 11.33092 0.0 0.2 0.4 -0.1633
C -16.56306 3.91662 9.37908 0.0 1.2 2.1 0.0849
C -11.06599 4.92010 15.47539 -0.6 -0.1 -0.5 0.0158
C -14.32432 8.79596 12.05737 0.4 0.4 1.6 -0.0542
C -12.10728 6.88559 15.23355 -1.5 -1.0 -0.7 -0.0829
C -13.78833 4.14202 5.10161 0.5 0.4 0.1 -0.0533
C -18.90697 6.62168 14.79273 0.4 -0.2 -0.1 -0.3221
C -12.92998 4.45699 6.32919 0.2 -0.2 -0.2 -0.1983
C -15.32151 4.57118 9.26036 -0.4 -0.6 0.0 -0.0796
C -15.83285 1.24744 15.00076 0.4 0.1 0.3 -0.0753
C -11.03722 6.27404 15.83909 -0.3 -0.3 -0.4 -0.0481
C -14.54773 4.11514 8.07958 1.5 -0.1 -2.6 -0.3881
C -16.23630 1.88642 13.66106 0.0 0.0 0.2 -0.2059
C -14.49158 0.37159 10.64057 0.3 0.2 0.0 -0.0343
C -13.50464 9.72631 11.45593 -0.1 0.6 -0.2 -0.0247
C -17.13740 6.36803 17.32482 0.0 -0.4 -0.3 -0.0767
C -14.79265 5.35642 10.28112 -0.6 -0.1 0.6 -0.0219
C -15.39766 0.57861 11.67553 0.0 0.2 -0.1 -0.0221
H -16.90000 3.20554 8.64626 0.1 -0.1 -0.2 0.1387
H -14.73936 7.92455 11.55818 0.2 0.1 -0.1 0.0733
H -15.72667 0.15515 14.95969 -0.1 0.3 -0.2 0.0945
H -18.31096 3.79732 10.67950 0.1 0.4 -0.1 0.1259
H -17.40310 4.30475 16.84548 0.6 0.4 -0.3 0.1493
H -14.29641 5.04756 4.76742 -0.1 -0.1 -0.1 0.0764
H -17.22516 1.54076 13.35910 0.0 -0.3 -0.1 0.1174
H -19.80879 6.89592 16.69401 0.0 0.2 -0.1 0.1476
H -16.32489 7.79158 13.82756 1.0 0.3 0.3 0.0470
H -17.40876 5.48440 12.26830 0.6 -0.5 0.0 0.0709
H -13.13173 9.53333 10.43014 -0.4 0.8 0.7 0.1158
H -12.10843 3.55361 9.99809 0.0 -0.1 0.4 0.1118
H -10.39399 2.15470 12.15519 -0.2 -0.2 0.4 0.0606
H -11.76439 7.22680 7.29434 -0.2 -0.1 0.3 0.0842
H -19.00654 4.55828 15.43267 -0.1 0.1 0.0 0.1297
H -14.43256 10.12398 15.28669 0.4 -0.2 -0.4 0.1051
H -14.75589 6.80136 7.91917 0.3 -0.1 0.1 0.1186
H -9.80209 3.23318 10.94138 -0.3 0.0 -0.1 0.0838
H -13.12678 3.80696 4.30355 -0.2 -0.1 -0.1 0.0843
H -12.06306 5.12663 6.13873 -0.8 -0.2 0.0 0.1332
H -14.87588 1.63631 15.38861 -0.1 -0.1 -0.4 0.0699
H -13.88648 6.81848 6.40735 -0.2 0.0 0.0 0.1231
H -12.01722 2.61926 14.04982 -0.1 0.1 -0.2 0.1579
H -19.91610 6.37092 14.42767 0.3 0.1 0.2 0.1519
H -10.50286 1.68681 10.45800 -0.2 0.3 0.3 0.0818
H -12.13013 6.47008 8.85301 0.1 -0.1 0.2 0.0595
H -14.62981 -0.46547 9.96909 0.0 0.0 0.0 0.1169
H -13.84932 5.91261 10.18772 -0.2 -0.7 0.1 0.1301
H -12.68710 1.08502 9.62910 -0.6 0.0 0.5 0.1369
H -16.09607 6.56442 17.64877 -0.5 0.0 0.0 0.1344
H -16.41128 2.96296 13.80722 0.2 0.1 0.0 0.0548
H -10.35317 6.81494 16.45296 0.5 -0.1 0.3 0.1116
H -18.69446 8.29724 13.60736 0.4 -0.4 0.0 0.1162
H -16.22910 -0.11738 11.83819 0.3 0.3 -0.2 0.1282
H -16.54448 1.46891 15.79544 -0.4 -0.1 -0.1 0.0655
H -17.14486 8.29919 16.29238 0.2 0.1 0.1 0.1452
H -17.67646 5.97541 18.21273 0.2 0.2 -0.4 0.1381
H -18.59717 7.80391 18.83764 0.3 0.4 -0.5 0.1873
H -12.98091 11.90712 14.12961 -0.4 -0.7 -0.7 0.1386
H -17.76838 4.82076 14.25305 -0.1 0.0 0.0 0.0789
H -15.52819 4.00844 15.75459 -0.1 0.1 -0.2 0.0834
H -17.34314 8.86800 18.61930 0.0 -0.1 -0.2 0.1885
H -15.21633 7.98030 15.05789 -0.1 -0.4 -0.5 0.0678
H -12.01647 4.12079 11.65507 0.0 -0.2 0.0 0.0905
H -18.36650 6.89808 12.84193 0.2 0.7 0.6 0.0830
H -14.51935 3.37183 5.34706 0.1 0.1 -0.1 0.0719
H -18.83683 9.15982 17.93610 0.3 0.1 0.1 0.1825
H -10.37795 4.16415 15.78620 0.3 -0.3 0.0 0.1168
H -15.07770 5.40981 16.34108 0.3 0.1 -0.1 0.0828
H -12.51442 3.52734 6.69930 0.1 -0.2 0.1 0.1146
H -19.54337 8.41576 15.78695 0.0 -0.1 0.2 0.1379
H -12.41600 7.92974 15.31953 0.1 -0.4 -0.3 0.1141
H -12.76477 8.09590 8.47463 0.2 -0.3 -0.2 0.0751
```
Forces are in eV/Å.

Calculated values
Frontier orbital gap = 4.35 eV
E_LUMO = -6.28 eV
Strongest force on any atom = 4.31 eV/A
Total charge = +2



Look up the frontier orbital gap of the first one.
5.30 eV



Which formula does entry 2 have?
C6H10NO



Among the records above, which one has the highest total charge?
C37H53N8O4SSc



strongest force on any atom of number 4 (C37H53N8O4SSc)?
4.31 eV/A